[1]
C28H28N2RhSi | ωB97M-V/def2-TZVPD

CARTESIAN COORDINATES (ANGSTROEM)
1 C 0.821 2.180 3.270
2 C 1.209 2.443 1.915
3 C 0.022 2.688 1.159
4 H 2.232 2.467 1.537
5 C -1.107 2.556 2.031
6 C -0.606 2.247 3.347
7 H -1.200 2.094 4.244
8 H 1.488 1.974 4.106
9 H -0.021 2.947 0.106
10 H -2.149 2.691 1.761
11 Rh -0.025 0.858 2.007
12 C -0.231 0.008 0.030
13 H -1.145 0.411 -0.428
14 H -0.273 -1.076 0.198
15 H 0.676 0.336 -0.498
16 Si -0.336 -1.082 -3.285
17 C 1.345 -0.945 -4.027
18 C 2.079 0.245 -3.871
19 H 1.634 1.100 -3.349
20 C 3.379 0.336 -4.385
21 H 3.938 1.268 -4.275
22 C 3.955 -0.760 -5.038
23 H 4.973 -0.691 -5.423
24 C 3.221 -1.942 -5.198
25 H 3.663 -2.789 -5.726
26 C 1.925 -2.045 -4.683
27 H 1.349 -2.968 -4.786
28 C -1.450 0.230 -3.941
29 C -1.198 0.780 -5.210
30 H -0.399 0.366 -5.833
31 C -1.950 1.871 -5.659
32 H -1.736 2.298 -6.639
33 C -2.959 2.409 -4.854
34 H -3.522 3.277 -5.195
35 C -3.250 1.827 -3.614
36 H -4.053 2.231 -2.995
37 C -2.513 0.727 -3.160
38 H -2.740 0.255 -2.197
39 H -0.122 -0.899 -1.863
40 H -0.963 -2.433 -3.348
41 C -3.671 -0.979 3.877
42 C -3.171 -1.843 4.853
43 C -1.791 -1.992 4.991
44 C -0.935 -1.323 4.102
45 N -1.460 -0.482 3.174
46 C -2.779 -0.274 3.073
47 C 0.542 -1.421 4.123
48 C 1.276 -2.193 5.037
49 C 2.669 -2.189 4.971
50 C 3.308 -1.378 4.030
51 C 2.537 -0.602 3.169
52 N 1.199 -0.659 3.211
53 H -4.734 -0.819 3.728
54 H -3.843 -2.393 5.505
55 H -1.334 -2.602 5.768
56 H -3.103 0.458 2.333
57 H 0.719 -2.758 5.781
58 H 3.246 -2.808 5.652
59 H 4.388 -1.311 3.956
60 H 2.974 0.080 2.437

Results
Energy relative to the best compared isomer or geometry (same formula, charge and spin) (kJ/mol): 0.00
Kohn-Sham gap (spin up / spin down) (Ha): 0.174 / 0.183
Charge: +1
Spin multiplicity: 5

These are the Mulliken partial charges, in e, on atoms 1 to 6:
1 C -0.311
2 C -0.286
3 C -0.803
4 H 0.434
5 C -0.290
6 C -0.344

[2]
C28H28N3O4S | ωB97M-V/def2-TZVPD

CARTESIAN COORDINATES (ANGSTROEM)
1 C 7.115 0.009 0.271
2 N 5.807 0.187 0.912
3 C 5.958 0.858 2.211
4 C 5.053 -1.078 1.063
5 C 4.737 -1.783 -0.256
6 C 4.068 -0.889 -1.308
7 N 2.888 -0.201 -0.812
8 C 2.955 1.122 -0.474
9 O 4.051 1.661 -0.288
10 C 1.680 1.842 -0.361
11 C 1.465 2.696 0.717
12 C 0.239 3.312 0.871
13 C -0.780 3.085 -0.048
14 C -2.120 3.710 0.181
15 O -2.221 4.854 0.565
16 C -3.290 2.840 -0.076
17 C -4.519 3.441 -0.349
18 C -5.638 2.666 -0.584
19 C -5.546 1.284 -0.529
20 C -4.334 0.681 -0.234
21 C -3.207 1.449 -0.010
22 C -0.532 2.303 -1.175
23 C 0.690 1.687 -1.333
24 C 1.723 -0.924 -0.618
25 N 0.930 -0.705 0.363
26 C -0.180 -1.493 0.303
27 C -1.234 -1.482 1.208
28 C -2.300 -2.343 1.014
29 C -2.332 -3.208 -0.103
30 C -1.270 -3.243 -0.997
31 C -0.207 -2.390 -0.788
32 S 1.231 -2.197 -1.748
33 O -3.388 -4.025 -0.349
34 C -4.547 -3.728 0.407
35 C -4.172 -3.443 1.858
36 O -3.308 -2.326 1.929
37 H 7.003 -0.401 -0.729
38 H 7.616 0.971 0.193
39 H 7.735 -0.664 0.863
40 H 5.179 0.840 0.302
41 H 6.442 1.823 2.071
42 H 4.982 1.026 2.661
43 H 6.562 0.251 2.885
44 H 4.115 -0.839 1.570
45 H 5.626 -1.755 1.702
46 H 5.635 -2.215 -0.697
47 H 4.065 -2.610 -0.019
48 H 4.754 -0.124 -1.681
49 H 3.765 -1.512 -2.153
50 H 2.251 2.848 1.441
51 H 0.049 3.960 1.713
52 H -4.571 4.519 -0.381
53 H -6.584 3.136 -0.805
54 H -6.422 0.678 -0.709
55 H -4.262 -0.395 -0.174
56 H -2.272 0.967 0.240
57 H -1.299 2.182 -1.925
58 H 0.882 1.086 -2.210
59 H -1.228 -0.820 2.057
60 H -1.310 -3.920 -1.834
61 H -5.197 -4.599 0.326
62 H -5.053 -2.852 -0.022
63 H -5.049 -3.190 2.454
64 H -3.675 -4.324 2.287

Results
Energy relative to the best compared isomer or geometry (same formula, charge and spin) (kJ/mol): 0.00
SMILES string: C[NH+](C)CCCN(C(=O)c1ccc(C(=O)c2ccccc2)cc1)c1nc2cc3c(cc2s1)OCCO3
Kohn-Sham gap (Ha): 0.286
Charge: +1

These are the Mulliken partial charges, in e, on atoms 1 to 6:
1 C -0.888
2 N 0.213
3 C -0.945
4 C -1.041
5 C -0.602
6 C -1.401

[3]
C28H28N3O9P | ωB97M-V/def2-TZVPD

CARTESIAN COORDINATES (ANGSTROEM)
1 O -5.679 -2.723 4.595
2 C -5.648 -2.148 3.377
3 O -6.608 -2.637 2.374
4 C -4.541 -0.961 3.141
5 P -3.367 -1.420 1.684
6 C -2.040 -1.729 0.302
7 C -1.540 -0.208 -0.177
8 O -0.341 0.204 0.247
9 C -2.545 0.725 -1.090
10 C -2.853 2.301 -0.700
11 C -3.831 3.244 -1.656
12 C -4.460 2.501 -2.998
13 C -4.190 0.924 -3.362
14 C -3.225 -0.012 -2.416
15 H -6.832 -1.866 1.752
16 H -4.992 0.103 2.934
17 H -3.858 -0.897 4.105
18 H -3.480 -2.836 1.928
19 H -2.348 -0.611 2.358
20 H -4.222 -0.782 0.694
21 H -2.463 -2.343 -0.605
22 H -1.132 -2.298 0.794
23 H -2.368 2.755 0.270
24 H -4.026 4.375 -1.396
25 H -5.129 3.144 -3.719
26 H -4.696 0.449 -4.327
27 H -3.001 -1.157 -2.633
28 O -4.793 -2.367 -5.767
29 N -3.598 -2.038 -5.815
30 O -3.191 -0.868 -5.779
31 C -2.599 -3.107 -5.927
32 C -3.017 -4.443 -6.009
33 C -2.062 -5.453 -6.140
34 C -0.705 -5.132 -6.185
35 C -0.291 -3.802 -6.093
36 C -1.236 -2.782 -5.964
37 H -4.071 -4.709 -5.975
38 H -2.377 -6.492 -6.210
39 H 0.035 -5.923 -6.293
40 H 0.769 -3.560 -6.125
41 H -0.897 -1.751 -5.897
42 O 6.162 4.726 0.338
43 N 4.931 4.581 0.288
44 O 4.117 5.513 0.220
45 C 4.402 3.212 0.314
46 C 5.285 2.129 0.428
47 C 4.775 0.830 0.477
48 C 3.397 0.617 0.409
49 C 2.521 1.697 0.286
50 C 3.019 3.000 0.238
51 H 6.361 2.279 0.482
52 H 5.451 -0.016 0.572
53 H 3.003 -0.397 0.454
54 H 1.449 1.522 0.231
55 H 2.323 3.831 0.145
56 O 5.143 -1.487 5.418
57 N 5.762 -0.559 4.876
58 O 6.755 -0.709 4.150
59 C 5.289 0.810 5.115
60 C 4.192 1.028 5.960
61 C 3.762 2.334 6.203
62 C 4.419 3.409 5.603
63 C 5.505 3.189 4.754
64 C 5.946 1.887 4.506
65 H 3.670 0.200 6.435
66 H 2.916 2.514 6.862
67 H 4.084 4.426 5.800
68 H 6.010 4.032 4.289
69 H 6.796 1.732 3.845

Results
SMILES string: O=C(O)C[PH3]CC(=O)c1ccccc1.O=[N+]([O-])c1ccccc1.O=[N+]([O-])c1ccccc1.O=[N+]([O-])c1ccccc1
Kohn-Sham gap (Ha): 0.292
Charge: 0

These are the Mulliken partial charges, in e, on atoms 1 to 6:
1 O -0.540
2 C 0.454
3 O -0.458
4 C -0.726
5 P 0.352
6 C -0.787

[4]
C28H29BBrF5O3P | ωB97M-V/def2-TZVPD

CARTESIAN COORDINATES (ANGSTROEM)
1 O -0.188 -10.098 3.939
2 C -1.300 -10.201 3.406
3 Br -2.304 -11.941 3.649
4 C -2.013 -9.087 2.500
5 B -1.799 -7.541 3.027
6 C -2.369 -6.529 1.834
7 C -1.510 -5.175 1.895
8 F -0.173 -5.387 1.369
9 P -2.758 -7.076 4.624
10 O -2.031 -7.722 6.053
11 O -4.442 -7.439 4.513
12 H -3.100 -9.388 2.316
13 H -1.487 -9.158 1.470
14 H -0.628 -7.396 3.209
15 H -3.449 -6.250 2.137
16 H -2.327 -7.062 0.828
17 H -1.435 -4.760 2.962
18 H -2.069 -4.383 1.268
19 H -2.743 -8.049 6.656
20 H -4.855 -6.874 5.206
21 F 0.100 -1.236 -1.247
22 C 1.252 -1.782 -0.815
23 C 2.456 -1.189 -1.159
24 C 3.647 -1.751 -0.710
25 C 3.618 -2.905 0.070
26 C 2.402 -3.494 0.405
27 C 1.212 -2.927 -0.035
28 H 2.459 -0.296 -1.774
29 H 4.595 -1.292 -0.966
30 H 4.547 -3.346 0.417
31 H 2.380 -4.395 1.009
32 H 0.256 -3.367 0.224
33 F -1.697 4.856 -2.880
34 C -1.923 3.695 -2.235
35 C -3.063 3.559 -1.459
36 C -3.299 2.358 -0.797
37 C -2.388 1.312 -0.911
38 C -1.244 1.461 -1.690
39 C -1.012 2.657 -2.361
40 H -3.757 4.388 -1.376
41 H -4.192 2.239 -0.193
42 H -2.571 0.377 -0.391
43 H -0.533 0.646 -1.774
44 H -0.131 2.788 -2.978
45 F 2.526 3.624 -1.898
46 C 2.626 4.354 -3.019
47 C 3.811 4.338 -3.739
48 C 3.912 5.091 -4.903
49 C 2.831 5.861 -5.329
50 C 1.649 5.873 -4.595
51 C 1.543 5.111 -3.437
52 H 4.643 3.739 -3.387
53 H 4.831 5.080 -5.479
54 H 2.913 6.452 -6.236
55 H 0.810 6.476 -4.925
56 H 0.629 5.102 -2.859
57 F -0.969 7.527 3.070
58 C -0.190 7.433 1.980
59 C 1.040 8.071 1.966
60 C 1.849 7.970 0.838
61 C 1.413 7.240 -0.265
62 C 0.173 6.607 -0.241
63 C -0.631 6.699 0.890
64 H 1.358 8.641 2.831
65 H 2.816 8.459 0.819
66 H 2.044 7.165 -1.146
67 H -0.166 6.043 -1.102
68 H -1.595 6.205 0.930

Results
Kohn-Sham gap (Ha): 0.189
Charge: -1

These are the Mulliken partial charges, in e, on atoms 1 to 6:
1 O -0.474
2 C 0.512
3 Br -0.317
4 C -0.613
5 B 0.344
6 C -0.758